The molecule C21H27N3O4, computed with the ωB97M-V functional and the def2-TZVPD basis.

Cartesian coordinates (Å):
O (1.75422, -2.33628, 1.50029)
O (3.41754, -0.90806, -1.91428)
O (4.89995, 1.65169, 2.08807)
O (5.03073, -1.36159, 0.24583)
N (-3.44597, -0.05233, -0.95833)
N (4.54470, 1.24063, -0.11446)
N (-1.26690, -1.77117, -0.25730)
C (-6.85419, 0.46028, 0.33838)
C (-4.27732, 1.22820, 0.95831)
C (-5.79834, 0.00948, -0.42610)
C (-0.41890, -2.61113, 0.56309)
C (3.83259, 2.46264, -0.43256)
C (-2.61578, -2.29134, -0.39208)
C (1.02871, -2.24806, 0.37514)
C (-2.10131, 0.44492, -0.78156)
C (4.96603, 0.92707, 1.11552)
C (-3.39542, -1.43021, -1.39464)
C (3.69588, -1.62879, 0.32603)
C (5.57978, -0.48254, 1.20915)
C (-4.47885, 0.37335, -0.12955)
C (4.39780, 3.04876, -1.72076)
C (-5.34204, 1.68310, 1.71403)
C (2.33761, 2.16943, -0.56772)
C (-1.30833, -0.39837, 0.22104)
C (2.92906, -1.43080, -0.92308)
C (1.54854, -1.84540, -0.80290)
C (3.06632, -2.04196, 1.44625)
C (-6.63708, 1.29945, 1.41877)
H (-0.65899, -2.54865, 1.63976)
H (-3.15228, -2.29280, 0.57435)
H (-4.39769, -1.83646, -1.51141)
H (4.25253, 2.34749, -2.53974)
H (2.17167, 1.44824, -1.36533)
H (-5.15022, 2.33973, 2.55070)
H (-3.28391, 1.54493, 1.23509)
H (-0.28692, -0.01943, 0.29346)
H (4.59232, 0.54504, -0.85342)
H (3.89286, 3.97958, -1.96349)
H (-0.56055, -3.65063, 0.24868)
H (4.00087, 3.14550, 0.40711)
H (-2.88472, -1.46371, -2.36204)
H (5.46119, 3.24689, -1.61314)
H (-1.60100, 0.37756, -1.75346)
H (1.79420, 3.08115, -0.79969)
H (-6.00491, -0.61644, -1.28087)
H (-7.46432, 1.65169, 2.01555)
H (3.54553, -2.15985, 2.40719)
H (-7.85977, 0.16011, 0.08102)
H (-2.55992, -3.31796, -0.76095)
H (1.94971, 1.76116, 0.36360)
H (-2.12192, 1.49188, -0.48265)
H (5.46636, -0.85029, 2.23399)
H (0.90413, -1.76120, -1.66217)
H (-1.77901, -0.33977, 1.21848)
H (6.64573, -0.42476, 0.97481)

Summary:
- Electronic energy: -34874.9238 eV
- Kohn-Sham gap: 0.3069 hartree
- SMILES: CC(C)NC(=O)COc1coc(CN2CCN(c3ccccc3)CC2)cc1=O
- M: 385.46 g/mol

These are the Mulliken partial charges, in e, on atoms 1 to 5: atom 1 (O): -0.321, atom 2 (O): -0.742, atom 3 (O): -0.691, atom 4 (O): -0.494, atom 5 (N): 0.090